No. 1
Density functional theory data (the ωB97M-V functional and the def2-TZVPD basis) for a molecular structure, C26H33ClInN2O2Se.

The molecular weight is 634.8 Da. For the frontier orbital gap (alpha / beta), the calculation gives 0.109 / 0.109 Ha. The value obtained for the HOMO energy (alpha / beta) is -0.35 / -0.35 eV. As for the electronic energy: -117611.847 eV. Its charge is -1.

Last column: Mulliken charge in e.
Cartesian coordinates (Å):
In  0.67  0.22  0.25  0.421
Cl  -1.44  -0.30  -0.98  -0.552
N  0.89  -2.11  -0.01  0.095
N  -0.70  2.17  0.58  0.267
C  2.01  -2.43  -0.62  0.828
C  -0.22  3.18  -0.10  0.854
C  0.09  -3.35  0.11  1.350
C  1.18  -4.41  0.02  -0.793
C  -0.86  -3.53  -1.07  -1.492
C  -0.69  -3.37  1.41  -1.660
H  -0.28  -3.58  -2.01  0.317
H  -1.55  -2.69  -1.13  0.217
H  -1.40  -4.47  -0.93  0.449
H  -0.01  -3.19  2.26  0.412
H  -1.15  -4.37  1.53  0.436
H  -1.48  -2.61  1.42  0.167
C  -1.97  2.56  1.23  1.481
C  -2.15  3.99  0.73  -0.853
C  -1.80  2.52  2.74  -1.584
C  -3.14  1.70  0.82  -1.914
H  -3.24  1.68  -0.27  0.467
H  -4.05  2.12  1.26  0.456
H  -3.02  0.66  1.16  0.206
H  -0.97  3.16  3.04  0.447
H  -1.59  1.50  3.08  -0.023
H  -2.72  2.88  3.20  0.483
O  -0.97  4.27  -0.11  -0.482
H  -2.14  4.75  1.53  0.304
H  -3.02  4.13  0.08  0.355
O  2.28  -3.72  -0.69  -0.455
H  0.94  -5.30  -0.57  0.260
H  1.57  -4.69  1.01  0.374
C  2.96  -1.43  -1.22  -2.053
C  1.10  3.17  -0.85  -1.994
C  1.28  1.99  -1.77  0.040
H  1.86  3.15  -0.06  0.292
H  1.17  4.13  -1.37  0.428
C  1.76  0.80  -1.40  0.987
C  2.24  -0.33  -1.98  -0.206
H  1.90  0.49  1.57  -0.090
C  1.81  -0.36  -3.30  2.138
C  1.13  0.74  -3.86  -1.713
C  2.11  -1.59  -4.10  -1.864
C  0.86  1.91  -3.11  2.013
H  0.87  0.73  -4.94  0.142
C  0.19  3.09  -3.69  -1.890
H  0.02  2.91  -4.75  0.437
H  0.82  3.98  -3.58  0.330
H  -0.75  3.34  -3.20  0.237
H  3.17  -1.86  -4.00  0.322
H  1.90  -1.37  -5.14  0.443
H  1.55  -2.46  -3.78  0.217
H  3.66  -1.98  -1.86  0.382
H  3.53  -1.02  -0.38  0.363
Se  1.24  0.63  2.92  -0.312
C  0.57  -0.53  4.25  0.134
C  1.39  -0.75  5.37  -0.670
C  0.84  -1.33  6.52  -0.474
C  -0.51  -1.70  6.52  -0.424
C  -1.30  -1.56  5.38  -0.843
C  -0.76  -0.98  4.23  0.019
H  2.44  -0.47  5.33  0.322
H  1.47  -1.49  7.39  0.352
H  -0.95  -2.13  7.44  0.276
H  -2.33  -1.90  5.37  0.362
H  -1.35  -0.87  3.31  0.460

No. 2
Density functional theory data (the ωB97M-V functional and the def2-TZVPD basis) for a single C5H8N2O molecule.

The molecular weight is 112.1 Da. Its SMILES is C[C@H]1N[C@]1(C#N)CO. For the frontier orbital gap, the calculation gives 0.391 Ha. The value obtained for the HOMO energy is -9.96 eV. As for the electronic energy: -10338.974 eV. Its charge is 0.

Last column: Mulliken charge in e.
Cartesian coordinates (Å):
C  -1.21  1.30  0.84  -1.205
C  0.05  0.96  0.08  0.318
C  0.38  -0.49  0.12  0.840
C  1.13  -1.03  -1.07  -0.588
C  -0.60  -1.34  0.73  -0.064
H  -1.15  0.70  1.88  0.286
H  -2.18  1.31  0.25  0.300
H  -1.15  2.46  1.15  0.317
H  0.16  1.56  -0.95  0.260
H  0.96  0.74  1.94  0.319
H  1.31  -2.12  -0.89  0.362
H  2.00  -0.23  -1.07  0.278
H  0.20  -1.50  -2.92  0.320
N  1.18  0.63  0.92  -0.738
N  -1.24  -2.18  1.12  -0.469
O  0.15  -0.75  -2.14  -0.534

No. 3
Density functional theory data (the ωB97M-V functional and the def2-TZVPD basis) for a molecular structure, C31H30N10OReS3.

The molecular weight is 841.1 Da. As for the multiplicity: 2. For the frontier orbital gap (alpha / beta), the calculation gives 0.200 / 0.209 Ha. The value obtained for the HOMO energy (alpha / beta) is -12.96 / -12.97 eV. As for the electronic energy: -84208.657 eV. Its charge is +2.

Last column: Mulliken spin population.
Cartesian coordinates (Å):
Re  -0.97  -0.22  -1.46  1.121
C  -1.49  4.15  -0.56  0.003
C  -1.76  2.69  -0.55  -0.003
N  -0.78  1.87  -0.91  -0.040
N  0.35  2.52  -1.24  -0.003
C  1.10  2.07  -2.18  0.015
S  0.71  0.59  -3.04  -0.042
S  2.40  3.10  -2.69  -0.001
C  3.70  1.89  -3.16  0.001
C  4.40  1.55  -1.88  -0.001
C  5.37  2.41  -1.38  0.000
C  5.97  2.15  -0.16  0.000
C  5.59  1.03  0.57  0.000
C  4.62  0.18  0.08  -0.001
C  4.01  0.44  -1.14  -0.001
C  -3.10  2.21  -0.30  0.009
C  -3.98  2.87  0.56  0.015
C  -5.31  2.50  0.64  -0.017
C  -5.81  1.51  -0.20  0.006
C  -4.98  0.85  -1.07  -0.012
C  -3.60  1.14  -1.12  -0.010
O  -2.83  0.50  -1.95  -0.052
H  -1.33  4.46  -1.59  0.003
H  -0.56  4.37  -0.03  0.001
H  -2.31  4.73  -0.16  0.000
H  4.34  2.40  -3.87  0.000
H  3.21  1.04  -3.62  -0.001
H  5.66  3.28  -1.95  0.000
H  6.72  2.82  0.22  0.000
H  6.04  0.84  1.53  0.000
H  4.33  -0.70  0.64  0.000
H  3.25  -0.22  -1.53  0.001
H  -3.61  3.65  1.20  0.000
H  -5.96  2.98  1.36  0.000
H  -6.86  1.25  -0.16  0.000
H  -5.35  0.07  -1.72  0.000
N  -3.05  -1.49  -3.85  0.015
C  -1.99  -2.25  -3.66  0.009
N  -1.79  -3.26  -4.49  -0.006
C  -0.73  -4.04  -4.29  0.006
N  -0.45  -5.01  -5.14  0.017
N  0.09  -3.90  -3.22  0.018
C  -0.16  -2.88  -2.45  -0.024
N  -1.15  -1.98  -2.61  -0.043
C  0.67  -2.67  -1.25  0.051
C  1.39  -3.72  -0.70  -0.002
C  2.07  -3.51  0.48  0.002
C  2.03  -2.25  1.05  -0.003
C  1.31  -1.24  0.42  0.005
N  0.60  -1.45  -0.69  -0.035
H  -3.64  -1.68  -4.65  0.000
H  -3.23  -0.69  -3.25  -0.002
H  -1.04  -5.17  -5.94  -0.001
H  0.38  -5.56  -5.00  -0.001
H  1.38  -4.67  -1.21  0.000
H  2.62  -4.32  0.95  0.000
H  2.55  -2.04  1.97  0.000
H  1.30  -0.24  0.83  0.003
N  -1.00  0.88  2.07  0.007
C  -1.40  -0.39  2.08  -0.013
S  -2.13  -1.09  0.69  -0.004
N  -1.27  -1.15  3.16  0.001
C  -0.73  -0.75  4.41  -0.001
C  -1.15  0.42  5.04  0.000
C  -0.61  0.77  6.27  0.000
C  0.34  -0.04  6.87  0.000
C  0.74  -1.22  6.25  0.000
C  0.20  -1.58  5.03  0.000
H  -1.10  1.44  1.24  0.005
H  -0.60  1.30  2.90  0.000
H  -1.52  -2.12  3.06  0.002
H  -1.93  1.02  4.60  0.000
H  -0.94  1.67  6.76  0.000
H  0.76  0.23  7.82  0.000
H  1.47  -1.86  6.72  0.000
H  0.50  -2.50  4.55  0.000